(1)
Entry from OMol25: a structure of composition C35H63BrCl2N2O35S8Si2 in a non-equilibrium geometry (ωB97M-V with the def2-TZVPD basis set).

Structure (XYZ):
```
148
Properties=species:S:1:pos:R:3:forces:R:3
C -2.305135 0.934590 -4.850123 0.4 0.0 -0.9
C -0.967587 1.260590 -5.573534 -0.5 -0.7 0.7
C 0.170885 1.199507 -4.553230 -0.1 0.5 -0.5
C -0.070803 2.107064 -3.322117 0.7 -0.6 -1.0
N 1.214572 2.788158 -3.031625 -0.1 0.4 1.2
Si 2.176784 2.100738 -1.787748 0.1 -1.1 -1.0
Br 3.820195 3.608433 -1.435896 -0.3 -0.2 0.1
C 2.881925 0.473178 -2.412184 -0.1 0.4 0.7
C 4.309330 0.149978 -1.910044 -0.2 -0.5 -0.3
C 4.478257 -1.308797 -1.548973 0.9 -0.4 -0.4
O 5.127846 -2.052470 -2.249726 -0.6 0.3 0.4
N 3.879926 -1.770044 -0.309702 -0.5 0.2 -0.7
C 3.144106 -2.983459 -0.370749 0.4 0.1 0.4
C 3.210919 -3.805016 0.732384 0.4 -0.2 1.0
C 2.519714 -4.989396 0.793415 0.0 -0.2 0.4
C 1.760762 -5.362747 -0.272252 -1.0 -1.2 -0.3
C 1.656202 -4.566521 -1.377443 -0.1 0.1 -0.5
C 2.342804 -3.382136 -1.420442 0.1 1.0 -0.9
O 1.333235 1.720392 -0.394521 0.5 1.4 0.0
Si 0.798381 2.995340 0.534825 -1.2 0.2 0.0
C 0.111122 4.409289 -0.499597 0.7 -0.3 0.2
C -0.656124 2.371391 1.563900 0.6 0.2 0.3
C -0.246256 1.657989 2.847288 -0.7 -0.4 -0.8
O -1.407951 1.345091 3.625622 0.2 0.2 0.5
C 2.088379 3.748179 1.691068 0.0 -0.3 -0.2
Cl 1.748750 5.404066 2.200484 -0.1 -0.2 -0.1
C 3.186074 3.188553 2.187517 0.0 0.3 0.4
C 4.142014 3.847752 3.132123 0.4 -0.2 -0.6
Cl 3.568218 1.543250 1.771992 -0.1 0.0 0.1
H -2.880707 0.253882 -5.473687 -0.3 0.0 0.1
H -2.893304 1.829998 -4.673766 -0.1 0.0 0.3
H -2.081174 0.406219 -3.928115 -0.2 0.0 0.2
H -0.988878 2.234726 -6.058035 -0.1 0.1 0.0
H -0.826920 0.509522 -6.359236 0.2 0.3 0.1
H 0.358811 0.166520 -4.272378 0.0 -0.1 0.1
H 1.070171 1.577863 -5.037240 0.2 -0.1 0.0
H -0.844321 2.834208 -3.554367 0.4 -0.3 0.2
H -0.405912 1.504391 -2.474366 -0.1 0.1 0.1
H 1.108648 3.787287 -2.914657 -0.1 0.0 -0.3
H 2.854581 0.495575 -3.497695 0.1 0.0 -0.1
H 2.155771 -0.282088 -2.099118 0.0 -0.1 0.1
H 4.627699 0.774078 -1.076904 -0.1 0.0 0.1
H 4.972028 0.308759 -2.753432 0.3 0.2 0.1
H 4.590301 -1.867156 0.402923 0.1 0.3 0.0
H 3.815997 -3.549065 1.591040 0.2 0.2 0.0
H 2.542129 -5.645247 1.646801 0.3 0.1 0.3
H 1.205804 -6.290323 -0.238706 0.0 -0.1 0.0
H 1.032947 -4.853804 -2.207002 0.1 0.1 0.0
H 2.234704 -2.770361 -2.307629 0.1 0.1 0.0
H -0.637689 4.035632 -1.194137 -0.1 0.1 0.0
H -0.289121 5.180763 0.153755 -0.3 0.0 0.1
H 0.925926 4.886789 -1.045128 -0.1 0.1 -0.2
H -1.270346 3.242693 1.817872 0.1 0.1 0.0
H -1.281707 1.721703 0.949064 0.1 -0.1 -0.1
H 0.457819 2.257851 3.420537 -0.1 0.0 0.3
H 0.223620 0.709792 2.578550 0.3 0.0 0.1
H -2.173764 1.533079 3.080137 -0.1 0.0 -0.1
H 4.316064 4.874886 2.827584 -0.1 0.2 0.1
H 5.096683 3.335370 3.059305 0.1 -0.1 0.3
H 3.762823 3.831963 4.149598 0.0 0.0 0.2
C -2.740755 7.543964 -2.956082 0.0 0.0 0.5
C -1.252348 7.741230 -3.122620 0.0 0.4 -0.5
O -0.734178 6.410517 -3.263726 -0.2 -0.2 0.2
S -1.811577 5.495778 -4.016013 -0.2 0.6 0.2
O -1.472040 5.418645 -5.387725 0.0 -0.3 -0.2
O -2.017277 4.329100 -3.231077 -0.2 0.2 -0.1
O -3.069439 6.461379 -3.850516 0.4 0.1 -0.2
H -2.987895 7.239236 -1.942660 0.0 0.0 -0.1
H -3.308700 8.433098 -3.214167 -0.1 -0.1 -0.2
H -0.800089 8.239940 -2.270170 0.1 -0.2 0.1
H -1.018012 8.296846 -4.033336 0.0 0.0 0.0
C 0.125874 -2.383888 -8.944600 0.4 0.1 -0.2
C 0.321418 -3.752956 -8.330218 -0.4 -0.2 0.0
O 0.797397 -3.488012 -7.003313 0.2 0.3 -0.3
S 0.149443 -2.124338 -6.468995 0.0 -0.3 -0.4
O -0.968982 -2.443593 -5.661399 -0.1 0.2 0.2
O 1.195808 -1.284171 -6.021198 0.1 0.0 0.2
O -0.389318 -1.577186 -7.877732 -0.1 -0.3 0.1
H 1.073782 -1.952905 -9.272855 0.0 0.0 0.0
H -0.571768 -2.398505 -9.777567 -0.2 0.1 0.1
H 1.038200 -4.359674 -8.876000 0.2 0.0 0.2
H -0.623504 -4.290714 -8.251603 -0.1 0.0 0.0
C -0.071435 -8.790098 -2.348732 0.1 0.0 0.5
C -1.567096 -9.009396 -2.416791 0.0 -0.4 -0.4
O -2.111171 -7.693454 -2.598232 0.2 0.1 0.2
S -1.088650 -6.805895 -3.454440 0.1 -0.6 0.2
O -1.504708 -6.826099 -4.810910 0.0 0.3 -0.2
O -0.851869 -5.601566 -2.753511 -0.4 0.2 -0.2
O 0.187223 -7.757314 -3.310718 -0.3 -0.1 -0.2
H 0.236074 -8.427044 -1.366325 0.0 0.0 0.0
H 0.491739 -9.685640 -2.595028 0.1 0.1 -0.2
H -1.966174 -9.465467 -1.515763 -0.1 0.2 0.1
H -1.842923 -9.615004 -3.282853 0.0 0.0 0.0
C 3.000474 -2.551163 5.706883 0.0 0.1 0.4
C 4.468591 -2.337972 5.417000 0.0 0.3 -0.4
O 5.036572 -3.654378 5.460176 -0.3 -0.1 0.2
S 3.955280 -4.718065 4.942097 -0.1 0.4 0.2
O 4.199961 -4.997830 3.574711 0.0 -0.2 -0.1
O 3.840906 -5.747302 5.906027 0.1 -0.2 0.0
O 2.671438 -3.770677 5.027616 0.2 0.1 -0.3
H 2.820491 -2.692765 6.769073 0.0 0.1 0.1
H 2.381688 -1.735890 5.342046 -0.1 -0.2 -0.2
H 4.948911 -1.691659 6.145873 0.1 -0.2 0.1
H 4.622923 -1.932845 4.413608 0.0 0.0 0.0
C -2.896356 1.801410 6.544082 0.5 0.1 -0.3
C -2.471000 0.557952 7.291295 -0.4 -0.3 0.1
O -1.954721 1.052822 8.536778 -1.2 0.5 -0.3
S -2.754912 2.361514 8.963832 0.1 -0.4 -0.4
O -3.770119 2.014269 9.889756 -0.1 0.2 0.2
O -1.812573 3.386941 9.237918 0.1 0.1 0.3
O -3.448576 2.662307 7.551527 -0.1 -0.2 0.1
H -2.036906 2.301443 6.096523 0.0 -0.1 -0.1
H -3.636063 1.598164 5.775007 -0.2 0.1 0.1
H -1.712158 -0.007635 6.757543 0.2 0.1 0.2
H -3.321400 -0.092481 7.509942 0.0 0.0 -0.1
C 3.034366 2.209399 10.312567 0.5 0.0 0.0
C 2.705605 2.975077 9.050011 -0.4 0.4 0.2
O 2.389345 1.957481 8.088204 0.3 -0.3 0.2
S 1.698669 0.715923 8.834045 0.0 0.5 0.3
O 0.289476 0.833592 8.710523 1.2 -0.5 0.0
O 2.395204 -0.464058 8.467194 0.0 -0.2 -0.3
O 2.104594 1.119627 10.327973 -0.2 0.1 -0.2
H 4.045109 1.797398 10.278222 0.0 0.0 0.0
H 2.921255 2.814633 11.207453 -0.2 -0.1 0.1
H 3.535426 3.583526 8.701920 0.0 -0.2 -0.2
H 1.823051 3.604510 9.182604 0.0 0.0 0.0
C -4.761498 -7.151402 -4.885347 0.5 -0.1 0.0
C -5.121742 -6.567136 -6.230638 -0.3 0.4 0.1
O -5.714123 -7.659483 -6.946980 0.2 -0.3 0.2
S -6.492182 -8.613981 -5.919448 0.3 0.4 0.1
O -7.867271 -8.276408 -5.929792 -0.2 -0.2 0.1
O -6.044335 -9.942214 -6.120603 -0.1 -0.2 -0.1
O -5.843935 -8.041045 -4.571097 -0.2 0.2 -0.2
H -3.842592 -7.734084 -4.939468 0.0 0.0 0.0
H -4.661596 -6.390034 -4.116600 -0.2 -0.1 0.1
H -4.256308 -6.183938 -6.763290 0.0 -0.2 -0.2
H -5.869218 -5.776430 -6.135987 0.0 0.0 0.0
C -2.616224 6.315405 2.309624 0.4 -0.1 -0.2
C -2.465927 7.686011 2.931321 -0.2 -0.1 0.5
O -2.991981 8.584279 1.943000 0.1 -0.2 -0.3
S -4.180122 7.865714 1.145644 0.3 -0.2 0.4
O -5.417476 8.263167 1.700643 -0.3 0.0 -0.2
O -3.911294 7.978782 -0.244482 -0.2 0.2 0.1
O -3.870844 6.367258 1.616382 -0.1 0.2 0.2
H -1.828710 6.120278 1.578636 0.0 0.0 0.0
H -2.625964 5.520701 3.050673 -0.2 0.0 0.0
H -1.432468 7.931314 3.157975 0.0 0.2 -0.2
H -3.069283 7.783508 3.835948 0.0 0.0 0.0
```
Positions in Å, forces in eV/Å.

Results
- Largest force on an atom: 1.565 eV/Å
- HOMO energy: -8.04 eV
- Electronic energy: -309481.81024 eV
- Molecular weight: 1535.386 g/mol
- HOMO-LUMO gap: 7.8 eV

(2)
Entry from OMol25: a cluster of 2 separate species, C3H10S2 in total in a non-equilibrium geometry (ωB97M-V with the def2-TZVPD basis set).

Structure (XYZ):
```
15
Properties=species:S:1:pos:R:3:forces:R:3
C 1.931679 -0.117795 -1.696261 -2.9 -2.4 2.5
C 0.905550 -0.412692 -2.836108 -1.4 -0.9 0.4
H 2.023835 -1.062391 -1.036503 -0.2 0.9 -1.1
H 1.477404 0.537352 -0.835314 1.5 -0.1 -2.3
H 2.902662 -0.075148 -2.129243 0.9 1.3 0.1
H -0.236536 -0.407681 -2.558057 2.4 -0.1 -0.1
H 0.987619 0.274802 -3.652269 0.2 0.8 -0.3
H 1.121390 -1.390913 -3.340312 -0.2 0.6 0.7
C -1.703355 1.385832 0.319045 0.2 0.2 3.1
S -1.052239 -0.346814 0.285807 0.8 1.0 1.6
S 0.355978 -0.172126 1.992580 -0.5 -0.2 -2.3
H -1.849519 1.832274 -0.634854 -0.4 -0.1 -0.9
H -0.921058 2.005848 0.828680 -0.5 -0.6 -0.6
H -2.594776 1.470420 1.045179 1.1 -0.2 -1.6
H 1.425908 -0.013576 1.138438 -0.5 -0.1 0.8
```
Positions in Å, forces in eV/Å.

Results
- Energy relative to the best compared isomer or geometry (same formula, charge and spin): 125.0 kJ/mol
- Largest force on an atom: 4.505 eV/Å
- HOMO energy: -9.22 eV
- Electronic energy: -24942.40099 eV
- Molecular weight: 110.247 g/mol
- HOMO-LUMO gap: 9.2 eV
- Structure (SMILES): CSS.CC

(3)
Entry from OMol25: an isolated molecule of C23H34N4O3 (ωB97M-V with the def2-TZVPD basis set).

Structure (XYZ):
```
64
Properties=species:S:1:pos:R:3:forces:R:3
C 9.385951 0.675792 -2.385777 -0.1 0.1 0.2
H 9.570991 -0.392172 -2.478001 0.1 -0.1 0.0
C 8.124308 0.930182 -1.570190 0.0 -0.2 -0.3
C 6.895581 0.295218 -2.216738 -0.1 0.2 0.4
C 5.631050 0.543112 -1.400188 0.0 -0.2 -0.3
C 4.416469 -0.115176 -2.051320 0.4 0.0 -0.1
N 3.208283 0.106372 -1.265413 0.1 -0.2 -0.1
C 2.448435 1.213228 -1.586272 -0.4 0.2 0.1
O 2.728495 1.974932 -2.482302 0.2 0.2 -0.2
N 1.319709 1.398583 -0.824715 -0.2 0.3 -0.1
C 0.933633 0.594794 0.220461 0.2 -0.6 0.3
C -0.224441 0.853932 0.949313 0.0 -0.1 0.1
C -0.571800 0.026419 2.005664 0.4 -0.1 -0.1
C 0.241649 -1.056919 2.344771 -0.1 0.0 0.1
C 1.377023 -1.326014 1.614790 0.0 0.2 -0.2
C 1.732182 -0.507341 0.542922 -0.4 0.2 0.2
C 2.944732 -0.787282 -0.234229 -0.1 0.0 0.0
O 3.679959 -1.726690 -0.021558 0.0 -0.1 0.1
H 2.017510 -2.162154 1.848811 0.0 -0.1 0.0
H -0.041061 -1.669749 3.186018 0.0 0.0 0.1
C -1.807872 0.259270 2.821447 -0.1 0.3 -0.2
O -1.851961 0.026729 4.012795 0.1 -0.2 0.2
N -2.844395 0.768934 2.115517 -0.1 0.2 -0.1
H -2.832596 0.695391 1.106969 0.1 -0.1 0.1
C -4.186833 0.811782 2.641639 -0.2 -0.1 0.1
H -4.134694 0.688812 3.724116 0.0 0.1 -0.1
H -4.620734 1.788967 2.409394 0.0 -0.1 0.1
C -5.024179 -0.311966 2.001648 0.2 0.3 0.1
N -4.777455 -0.344321 0.569763 0.0 0.0 0.0
C -4.482379 -1.663967 0.017022 0.2 -0.3 0.0
C -4.433441 -1.587892 -1.518444 0.0 0.1 0.0
C -4.004848 -0.193223 -1.951551 -0.2 -0.1 -0.1
C -5.096130 0.806612 -1.573897 0.1 0.0 0.1
H -4.680990 1.815555 -1.569716 0.0 0.1 0.0
H -5.885878 0.780470 -2.325584 0.0 0.1 -0.1
C -5.705910 0.475412 -0.195296 -0.3 0.1 -0.2
C -7.117259 -0.120725 -0.334923 0.3 0.1 0.2
H -7.778268 0.612022 -0.791239 -0.1 0.0 -0.1
H -7.523530 -0.380166 0.640536 -0.1 0.0 0.1
H -7.115717 -1.014913 -0.950603 0.0 -0.1 -0.1
H -5.809665 1.409144 0.369731 0.0 -0.1 -0.1
H -3.068871 0.065036 -1.452706 0.1 0.0 0.0
H -3.828449 -0.163344 -3.027649 0.1 0.0 0.0
H -3.732493 -2.336063 -1.890198 -0.1 -0.1 0.0
H -5.407976 -1.811174 -1.953836 0.0 -0.1 -0.1
H -5.246982 -2.401554 0.322594 0.1 0.1 0.0
C -3.120721 -2.156572 0.523866 -0.4 0.0 0.0
H -2.959560 -3.179278 0.191732 0.0 -0.1 0.0
H -3.053907 -2.143359 1.607893 0.0 0.0 0.1
H -2.319048 -1.536897 0.127764 0.1 0.1 -0.1
H -4.731354 -1.263795 2.445553 0.0 0.0 0.0
H -6.081853 -0.149462 2.244624 0.0 -0.1 0.0
H -0.825084 1.717071 0.701334 -0.1 0.1 0.0
H 0.766990 2.212479 -1.058470 0.2 -0.1 -0.1
H 4.566333 -1.194612 -2.118001 0.0 0.1 0.0
H 4.244402 0.303978 -3.044001 0.0 -0.1 0.1
H 5.757296 0.135105 -0.395059 0.0 0.0 0.0
H 5.450715 1.617177 -1.316095 0.0 0.0 0.0
H 6.762844 0.704843 -3.220613 0.0 0.0 -0.1
H 7.055509 -0.780911 -2.313623 0.0 -0.1 -0.1
H 8.253335 0.522032 -0.565370 0.0 0.1 0.1
H 7.965299 2.006431 -1.473112 0.0 0.0 0.1
H 10.249356 1.133749 -1.908994 0.1 0.0 0.0
H 9.284352 1.092576 -3.385433 0.0 0.0 -0.1
```
Positions in Å, forces in eV/Å.

Results
- Energy relative to the best compared isomer or geometry (same formula, charge and spin): 37.1 kJ/mol
- Largest force on an atom: 0.652 eV/Å
- HOMO energy: -8.70 eV
- Electronic energy: -36508.68653 eV
- Molecular weight: 414.550 g/mol
- HOMO-LUMO gap: 8.7 eV
- Structure (SMILES): CCCCCn1c(=O)[nH]c2cc(C(=O)NCCN3[C@H](C)CCC[C@H]3C)ccc2c1=O